No. 1
75
Properties=species:S:1:pos:R:3:forces:R:3:lowdin_spin:R:1 method="wB97M-V/def2-TZVPD" multiplicity=6 total_charge=+1 max_force_ev_per_a=0.5 homo_lumo_gap_ev="5.715 / 5.766" homo_energy_ev="-9.1 / -9.2"
Fe -0.74411 0.57693 -3.13363 0.43 -0.23 0.12 4.266
I 3.80004 1.21701 -9.10556 -0.04 0.00 0.04 0.002
C 2.32232 1.34143 -7.63606 -0.02 0.04 0.02 0.011
C 2.05255 2.55667 -7.02729 0.04 0.07 -0.02 -0.002
C 1.07732 2.63378 -6.04366 0.17 0.18 -0.13 0.014
I 0.69612 4.44516 -5.09426 -0.01 0.00 0.01 0.002
C 0.35194 1.51029 -5.65605 -0.16 -0.15 0.23 0.013
O -0.57641 1.57374 -4.71895 -0.15 0.02 -0.31 0.183
C 0.64546 0.28608 -6.27466 0.00 -0.20 -0.01 0.011
C -0.09986 -0.93080 -5.79464 0.04 0.06 -0.14 0.004
N 0.16475 -1.16977 -4.36065 0.03 0.08 0.13 0.068
C 1.56676 -1.45142 -4.06277 0.06 -0.07 -0.05 0.005
C 2.25579 -0.26249 -3.43754 0.10 -0.13 -0.08 0.007
C 3.63341 -0.23698 -3.24791 -0.08 0.00 -0.07 0.002
C 4.20670 0.87321 -2.65947 -0.04 0.02 0.00 -0.001
C 3.38990 1.92921 -2.27469 -0.03 -0.03 -0.05 0.002
C 2.03141 1.82243 -2.49585 0.07 0.18 -0.06 0.004
N 1.48411 0.74735 -3.06884 -0.17 0.23 0.39 0.061
C 1.62100 0.20771 -7.25566 -0.02 -0.10 0.01 -0.002
H 2.60182 3.44353 -7.31085 0.00 0.01 0.00 0.000
H 0.19484 -1.80453 -6.38722 -0.01 0.04 0.02 0.002
H -1.17773 -0.79303 -5.90313 0.02 0.02 0.02 0.000
H -0.44345 -1.90467 -4.02061 0.02 -0.03 -0.07 0.001
H 2.11432 -1.72724 -4.97090 -0.04 -0.03 0.03 0.001
H 1.63802 -2.30307 -3.38174 -0.04 0.05 0.04 0.000
H 4.23519 -1.07371 -3.57604 0.02 -0.01 0.00 0.000
H 5.27710 0.92270 -2.51158 0.02 0.00 0.00 0.000
H 3.79539 2.82512 -1.82852 0.01 0.02 0.01 0.000
H 1.34469 2.61713 -2.23277 0.01 -0.01 0.03 0.001
H 1.83361 -0.74642 -7.72262 0.00 -0.01 0.00 0.000
F 2.05832 1.09804 3.16630 0.01 0.00 0.00 0.000
C 0.94286 0.40703 2.84194 -0.07 0.00 -0.06 0.000
C 0.65062 0.20877 1.52176 -0.03 -0.01 0.11 0.000
C -0.52531 -0.44912 1.15865 0.01 0.01 0.08 0.002
C -0.83854 -0.61731 -0.26452 -0.06 0.07 -0.13 0.004
O -0.04153 -0.18448 -1.11730 -0.13 -0.23 0.00 0.042
C -2.06890 -1.29222 -0.54497 0.06 0.02 -0.02 0.002
C -2.84253 -1.72932 0.48369 0.01 0.01 -0.12 0.000
N -2.57543 -1.52929 1.79338 -0.01 0.02 0.00 0.001
C -3.49684 -2.01570 2.79232 -0.07 -0.01 0.05 0.000
C -4.24055 -1.01538 3.63360 0.00 -0.05 0.00 0.000
C -4.96210 -1.79640 2.57706 0.06 0.00 0.00 0.000
C -1.39789 -0.89859 2.15872 0.07 0.02 0.02 0.000
C -1.05474 -0.72396 3.50541 0.08 0.01 -0.08 0.000
C 0.10667 -0.06241 3.86575 0.00 -0.03 -0.14 0.000
N 0.39304 0.10504 5.24348 -0.05 -0.04 0.07 0.000
C -0.58973 0.77806 6.07524 -0.04 0.09 0.03 0.000
C -0.68608 0.01201 7.40299 -0.01 0.00 0.04 0.000
N 0.62464 -0.70256 7.60008 -0.02 -0.11 -0.02 0.000
C 1.77011 0.18961 7.22981 0.03 0.01 0.06 0.000
C 1.74554 0.38050 5.70376 0.10 0.02 -0.03 0.000
C -2.55507 -1.59086 -1.94756 -0.03 0.01 0.11 0.011
O -3.38037 -2.46967 -2.10589 -0.05 -0.04 0.07 0.011
O -2.04293 -0.87004 -2.87840 0.04 0.01 -0.26 0.097
H 1.30426 0.58669 0.74731 0.01 0.01 -0.02 0.000
H -3.74789 -2.27554 0.25366 0.01 0.00 -0.01 0.000
H -3.19043 -2.94734 3.25541 0.00 0.02 0.00 0.000
H -4.05643 0.03016 3.42731 0.01 0.01 0.00 0.000
H -4.41934 -1.26267 4.67105 0.00 0.01 0.01 0.000
H -5.26284 -1.25878 1.68955 -0.01 0.00 -0.01 0.000
H -5.62952 -2.58956 2.87767 -0.01 -0.01 0.00 0.000
H -1.69813 -1.12264 4.27563 -0.01 0.00 0.03 0.000
H -1.56015 0.79233 5.58698 0.01 -0.02 0.01 0.000
H -0.30443 1.82213 6.25670 -0.01 -0.01 0.00 0.000
H -1.46154 -0.75218 7.39480 -0.01 0.03 -0.02 0.000
H -0.83210 0.66717 8.26009 -0.02 0.00 -0.02 0.000
H 0.63407 -1.50047 6.95944 0.01 0.01 0.04 0.000
H 0.71137 -1.05298 8.55350 -0.01 0.02 -0.01 0.000
H 2.69432 -0.26775 7.57557 -0.01 0.02 -0.02 0.000
H 1.61437 1.12104 7.77193 0.03 -0.01 -0.02 0.000
H 2.43335 -0.31492 5.22399 -0.02 0.02 0.00 0.000
H 2.08679 1.39639 5.48373 -0.01 -0.03 0.00 0.000
O -2.55907 1.79039 -3.01081 -0.04 -0.01 0.15 0.077
N -2.11419 2.54429 -2.14452 -0.12 0.30 0.10 0.011
O -0.92872 2.23715 -1.81022 0.09 -0.18 -0.12 0.085

No. 2
60
Properties=species:S:1:pos:R:3:forces:R:3:mulliken_charge:R:1 method="wB97M-V/def2-TZVPD" multiplicity=1 max_force_ev_per_a=3.9 homo_lumo_gap_ev=9.520 homo_energy_ev=-9.2 smiles=OCCO.OCCO.OCCO.OCCO.OCCO.OCCO
O 5.24477 -1.93719 -1.49521 -0.66 -0.57 -0.15 -0.578
C 3.82407 -2.05042 -1.27991 -0.31 -0.45 -0.78 -0.123
C 3.45408 -3.35335 -0.58677 -0.07 1.71 2.51 -0.371
O 3.69178 -4.49220 -1.31563 0.51 -0.69 -1.18 -0.569
H 5.33793 -2.45065 -2.30098 0.73 0.13 -0.15 0.342
H 3.49767 -1.11417 -0.82714 -0.20 -0.47 0.28 0.038
H 3.32566 -2.20669 -2.23661 -0.09 0.79 -0.43 0.316
H 2.42101 -3.37169 -0.23958 -0.12 0.24 -0.28 0.302
H 4.06839 -3.37498 0.31337 0.04 -0.10 0.48 0.292
H 4.64789 -4.49343 -1.40194 0.21 -0.55 -0.26 0.337
O 3.60224 0.49202 4.23668 -1.66 1.63 1.42 -0.550
C 3.47639 -0.14544 3.00883 3.58 -0.37 -1.51 -0.912
C 2.42633 0.33197 1.97896 0.16 0.68 3.49 0.254
O 1.48551 -0.67940 1.89630 -0.68 -0.70 -1.05 -0.542
H 4.40259 0.27710 4.72128 0.00 -0.27 -0.50 0.303
H 4.42457 0.04977 2.50788 0.47 0.34 -0.52 0.330
H 3.67617 -1.20115 3.19227 -1.55 -0.60 -0.50 0.380
H 2.87908 0.80480 1.10744 0.02 -1.02 -0.58 0.197
H 1.94692 1.18182 2.46478 -0.09 0.48 0.23 0.213
H 1.14355 -0.68734 0.99931 -0.29 -0.21 -0.55 0.324
O -2.62203 2.01475 2.56396 0.04 0.70 0.18 -0.500
C -1.43219 1.24354 2.61975 0.01 -1.23 0.27 0.020
C -0.92034 1.08377 4.03969 -0.17 -0.75 -0.46 -0.804
O -0.07659 2.15168 4.40085 0.05 0.09 0.44 -0.487
H -2.44655 2.69838 3.21470 -0.60 0.52 -0.08 0.272
H -1.75487 0.26675 2.25939 0.49 -0.05 -0.35 0.279
H -0.63046 1.69751 2.03730 -0.03 -0.19 -0.32 0.148
H -0.36708 0.15236 4.16002 0.50 0.22 -0.38 0.310
H -1.78115 0.88906 4.67937 -0.26 0.64 0.44 0.391
H -0.57589 2.96910 4.46506 -0.03 0.07 0.11 0.341
O 1.03983 -0.62638 -0.97266 0.93 -0.82 0.64 -0.222
C 1.21086 0.64030 -1.50729 -1.93 1.17 -0.49 -0.849
C -0.04646 1.47477 -1.21276 1.52 2.21 -0.84 -0.085
O -1.17137 1.05779 -1.93777 -0.30 -1.86 -0.01 -0.560
H 0.24640 -1.04356 -1.31621 -0.37 -0.40 -0.26 0.159
H 2.13821 1.10555 -1.17313 -0.20 -0.07 0.47 0.530
H 1.25554 0.68121 -2.59561 0.25 -0.62 -0.35 0.379
H 0.08508 2.43919 -1.70338 1.06 0.66 0.53 0.482
H -0.23227 1.70592 -0.16389 -0.14 -0.64 0.18 -0.140
H -1.84770 1.66161 -1.62221 -0.41 -0.08 0.18 0.490
O -5.73493 3.05174 0.54041 1.03 0.30 0.44 -0.486
C -5.13995 3.36370 -0.69219 0.25 -1.15 -1.93 -0.709
C -3.91265 2.48873 -1.15879 -0.29 0.42 0.82 -0.263
O -2.68896 2.68358 -0.38989 -1.49 0.32 -0.66 -0.527
H -5.20648 3.55089 1.16746 -0.21 -0.18 0.66 0.321
H -5.93241 3.10426 -1.39419 0.10 0.21 -0.45 0.357
H -4.91490 4.42271 -0.81852 0.10 0.10 0.22 0.308
H -3.66324 2.67071 -2.20415 -0.14 0.46 0.01 0.404
H -4.17404 1.43140 -1.11610 -0.24 -0.13 0.21 0.295
H -2.98100 2.45546 0.49570 0.56 -0.15 0.80 0.198
O -0.87041 -2.69996 -1.51484 -0.30 0.59 -0.27 -0.431
C -1.39348 -3.21103 -2.74490 0.21 -1.13 0.15 -0.342
C -1.98898 -2.14717 -3.60623 0.69 1.29 0.10 -0.425
O -0.95472 -1.16473 -3.84982 -0.72 -0.67 -0.41 -0.500
H -0.61841 -3.42219 -0.93476 0.00 -0.10 -0.12 0.229
H -0.59780 -3.65984 -3.33953 0.30 -0.05 0.08 0.268
H -2.10284 -4.00896 -2.52533 -0.30 -0.01 -0.04 0.356
H -2.88181 -1.68649 -3.18347 0.03 0.14 0.33 0.252
H -2.30772 -2.54703 -4.56884 0.25 -0.21 -0.01 0.322
H -0.98266 -0.51845 -3.14049 -0.23 0.42 0.21 0.235

No. 3
63
Properties=species:S:1:pos:R:3:forces:R:3:lowdin_spin:R:1 method="wB97M-V/def2-TZVPD" multiplicity=2 total_charge=-2 max_force_ev_per_a=1.5 homo_lumo_gap_ev="4.372 / 4.382" homo_energy_ev="-0.6 / -0.6"
V -0.83063 0.84595 -2.65273 -1.06 -0.33 1.00 1.271
O -1.61428 -2.09307 -2.98049 0.08 -0.08 -0.12 -0.044
C -0.60386 -1.16816 -2.88902 0.42 -0.13 -0.27 -0.150
O -0.23882 -0.50403 -3.95590 0.02 0.21 -0.05 -0.030
C 0.47865 -1.61200 -1.92850 -0.16 -0.19 -0.16 -0.018
O 0.91695 -0.47992 -1.17294 0.16 -0.14 -0.24 -0.003
C 0.44460 -0.47299 0.16145 -0.03 0.15 -0.05 0.000
C -1.07821 -0.31274 0.19176 0.00 -0.18 0.13 0.001
O -1.72620 -1.57444 0.57324 -0.03 -0.06 -0.19 0.000
O -1.57233 0.20902 -0.87534 -0.11 0.63 0.26 -0.002
H -2.16437 -1.82525 -3.72889 -0.14 0.13 0.12 -0.002
H 0.09774 -2.42136 -1.30238 0.05 0.13 0.20 0.000
H 1.33752 -1.97052 -2.50390 0.02 0.01 0.02 -0.004
H 0.74449 -1.39495 0.66741 -0.02 0.02 0.04 0.000
H 0.91662 0.37938 0.64892 0.03 0.01 -0.04 0.000
Se -6.22465 1.83426 -3.29232 -0.08 0.16 0.24 -0.002
Te -8.52782 2.75799 -2.81585 0.07 0.09 0.17 -0.004
Te -4.22560 2.42873 -1.64336 -0.65 -0.26 -0.38 0.015
Se -3.17200 1.01106 -3.43200 1.22 0.14 -0.27 -0.040
N 5.95282 -0.87422 -2.47220 0.03 0.05 -0.03 0.000
C 4.81591 -0.05135 -2.47316 -0.01 -0.01 0.01 0.000
C 3.84512 -0.18632 -3.46021 -0.01 -0.02 0.02 0.000
C 2.74203 0.65088 -3.48347 -0.10 -0.11 0.08 0.000
C 2.58916 1.62540 -2.50770 0.15 0.20 -0.09 0.000
C 3.56922 1.78939 -1.53710 -0.01 0.00 0.01 0.000
C 4.66898 0.95192 -1.51604 0.00 -0.01 0.00 0.000
S 1.22164 2.76226 -2.65607 -0.33 0.04 -0.23 0.001
O 0.47606 2.24543 -3.82098 0.21 -0.13 -0.05 0.012
O 1.80055 4.07326 -2.73278 -0.06 0.04 0.06 0.000
N 0.06813 2.57873 -1.56706 0.69 -0.48 -0.10 0.002
C 0.23084 2.94797 -0.25231 -0.32 0.17 -0.05 0.001
N 1.45207 3.03072 0.29182 0.01 0.00 0.00 0.001
C 1.50906 3.36629 1.57609 -0.01 0.01 0.00 0.000
C 0.38687 3.61138 2.33989 0.01 0.01 0.00 0.001
C -0.82719 3.51959 1.66861 0.00 0.03 -0.02 0.000
N -0.91558 3.21288 0.38900 -0.03 -0.07 0.05 0.001
H 5.80980 -1.76791 -2.91557 -0.01 -0.01 0.03 0.000
H 6.38394 -0.97404 -1.56685 -0.02 -0.03 0.01 0.000
H 3.94569 -0.96120 -4.21246 0.01 0.01 -0.01 0.000
H 1.97588 0.52344 -4.23518 0.00 0.01 0.00 0.000
H 3.44669 2.55850 -0.79030 0.02 0.02 -0.02 0.000
H 5.42636 1.07448 -0.74904 0.00 0.00 0.00 0.000
H 2.50490 3.42903 2.00719 0.00 0.00 0.00 0.000
H 0.44653 3.85219 3.39112 0.00 0.01 0.00 0.000
H -1.76689 3.70260 2.17948 0.00 -0.01 0.00 0.000
N -3.93424 -0.69206 0.99943 -0.04 -0.15 -0.01 0.000
C -2.65662 -1.07130 1.52014 0.01 -0.04 0.02 0.000
S -1.65552 0.41913 1.90855 -0.03 -0.01 -0.12 -0.003
N -2.93092 -2.05291 2.53401 -0.02 0.09 0.09 0.000
C -2.03951 -2.48731 3.50338 0.02 -0.07 -0.05 0.000
C -2.53758 -2.89057 4.74771 0.00 0.00 0.00 0.000
C -1.69183 -3.36676 5.73478 0.00 0.00 0.00 0.000
C -0.32399 -3.44931 5.51237 0.00 0.00 0.00 0.000
C 0.17357 -3.05469 4.27680 0.00 0.00 0.00 0.000
C -0.66360 -2.58723 3.27769 0.00 0.03 0.02 0.000
H -3.83038 0.03199 0.29048 -0.01 0.07 0.07 0.000
H -4.35094 -1.50079 0.54493 0.03 0.02 -0.07 0.000
H -3.87037 -1.92101 2.87571 0.01 0.03 0.02 0.000
H -3.60342 -2.81847 4.93594 0.00 0.00 0.00 0.000
H -2.10741 -3.66546 6.69015 0.00 0.00 0.00 0.000
H 0.34076 -3.81170 6.28624 0.00 0.00 0.00 0.000
H 1.23814 -3.11204 4.08139 0.00 0.00 0.00 0.000
H -0.27250 -2.29781 2.31642 0.00 0.00 0.00 0.000

No. 4
30
Properties=species:S:1:pos:R:3:forces:R:3:mulliken_charge:R:1 method="wB97M-V/def2-TZVPD" multiplicity=1 total_charge=-1 max_force_ev_per_a=6.3 homo_lumo_gap_ev=5.505 homo_energy_ev=-3.9
Sn -1.16762 2.17241 -3.89538 5.35 2.44 -2.39 0.803
P 1.55646 3.06211 -5.18905 -1.63 1.10 0.09 0.912
O 2.76074 3.74110 -5.79897 -0.64 -1.02 0.63 -0.731
O 1.18988 3.58321 -3.71807 -0.66 -1.65 1.58 -0.630
O 1.47782 1.48778 -5.17887 -0.91 0.86 0.39 -0.656
O 0.20186 3.65732 -5.82212 -1.54 -1.76 -0.24 -0.664
C 1.49460 0.01507 -2.43216 0.19 0.02 -1.03 -0.453
O 0.29860 -0.17739 -1.70380 0.15 0.94 1.00 -0.192
C 0.50232 -0.76718 -0.43933 -0.40 -1.37 -0.63 -0.400
C -0.85675 -1.06962 0.16668 -1.09 -0.40 0.70 -0.878
N -1.53666 -0.02737 0.94383 1.19 0.39 -0.93 -0.351
C -0.78981 0.41836 2.11717 -0.34 -1.04 -0.21 -0.900
C -0.37307 -0.69173 3.11392 -0.90 0.73 0.77 -0.307
O -1.49537 -0.97986 3.94270 -0.04 -0.01 0.25 -0.311
C -1.28025 -2.01086 4.87191 -0.71 -0.79 -0.33 -0.782
H 2.34697 0.49158 -1.94116 -0.29 -0.08 0.73 0.264
H 1.28023 0.68961 -3.26229 0.07 -0.20 -0.22 -0.083
H 1.81342 -0.94907 -2.83969 0.17 -0.04 -0.03 0.289
H 1.24788 -0.29176 0.20363 -0.32 0.69 0.00 0.359
H 0.95428 -1.75112 -0.62776 0.07 -0.21 0.04 0.294
H -0.87542 -1.96978 0.79370 0.89 -0.24 -0.03 0.413
H -1.53341 -1.38597 -0.62998 0.16 0.39 -0.35 0.412
H -2.47223 -0.34502 1.14840 0.05 0.14 0.39 0.289
H -1.45584 1.17482 2.53206 0.38 -0.11 0.81 0.409
H 0.15389 0.90763 1.87197 -0.22 0.17 -0.62 0.324
H 0.44095 -0.28028 3.72044 0.13 -0.15 0.14 0.351
H -0.06585 -1.65705 2.70655 0.34 0.30 -0.56 0.342
H -0.65873 -1.74993 5.73085 0.05 0.24 -0.05 0.283
H -0.89749 -2.93368 4.41946 0.57 0.20 -0.30 0.323
H -2.26142 -2.36334 5.19534 -0.08 0.48 0.39 0.271

No. 5
15
Properties=species:S:1:pos:R:3:forces:R:3:mulliken_charge:R:1 method="wB97M-V/def2-TZVPD" multiplicity=1 total_charge=+1 max_force_ev_per_a=3.4 homo_lumo_gap_ev=11.435 homo_energy_ev=-14.8 smiles="C[NH2+][C@H]1N=C1C"
C 1.73530 0.39982 -0.17023 -1.16 -1.06 -1.63 -0.654
N 1.14451 -0.79191 0.49463 0.48 -3.18 -1.20 -0.283
C -0.18685 -1.20804 -0.29553 -0.69 2.29 1.34 -0.171
N -1.33009 -1.49793 0.57535 -0.33 0.49 0.60 -0.482
C -1.27947 -0.30662 0.15729 0.49 -1.79 -0.89 0.493
C -1.86270 1.03102 0.01070 0.61 0.15 -1.83 -0.987
H 1.67801 0.28793 -1.26257 1.10 -0.87 0.23 0.355
H 0.94680 1.09828 -0.18056 -0.45 1.60 1.18 0.154
H 2.68166 0.65531 0.22323 0.75 0.52 0.32 0.382
H 0.79303 -0.54858 1.41708 0.06 -0.03 0.22 0.416
H 1.84931 -1.62870 0.65849 -1.66 2.02 -0.66 0.394
H -0.23346 -1.60468 -1.30784 1.33 -0.17 0.28 0.431
H -1.94615 1.23825 -1.10494 0.56 -0.15 1.19 0.307
H -1.11808 1.70776 0.45386 -0.65 0.28 -0.13 0.294
H -2.87183 1.16810 0.33105 -0.43 -0.10 0.97 0.352

No. 6
15
Properties=species:S:1:pos:R:3:forces:R:3:mulliken_charge:R:1 method="wB97M-V/def2-TZVPD" multiplicity=1 total_charge=-1 max_force_ev_per_a=4.7 homo_lumo_gap_ev=7.664 homo_energy_ev=-4.2
C -0.23575 1.66815 -0.44342 -1.70 -1.23 2.11 0.214
C -1.54888 -1.02963 -0.75680 0.32 0.22 0.53 0.485
C 0.34864 -0.59703 1.04279 -0.35 -3.76 -2.87 -0.722
C 1.40129 -0.11510 -0.01229 -0.16 -1.25 -1.21 -0.525
C -0.94831 -0.21852 0.48582 -1.41 3.54 -1.20 0.347
N 1.00572 1.20107 -0.62318 1.80 0.43 -2.13 -0.139
O -2.76652 -1.01501 -0.89995 -0.45 0.15 0.14 -0.715
O -0.77193 2.75781 -0.53172 1.09 -1.96 -0.51 -0.559
O -0.66788 -1.58270 -1.44453 0.50 -0.02 0.06 -0.685
Cl -2.18445 0.21788 1.74753 0.72 -0.23 -0.62 -0.262
H 0.18274 -1.82064 1.18488 1.36 2.76 -0.74 0.255
H 0.59586 -0.27017 1.97224 0.26 1.43 2.66 0.405
H 2.35000 0.10720 0.43226 0.62 -0.17 0.56 0.419
H 1.53275 -0.95790 -0.76584 -0.34 1.42 0.61 0.192
H 1.70673 1.65459 -1.38782 -2.26 -1.32 2.63 0.289